The following is a quantum chemistry calculation of a structure of composition C4H5NO4, from OMol25.

XYZ file:
```
14
Properties=species:S:1:pos:R:3:nbo_charge:R:1
O -0.78 -0.77 -1.65 -0.4300
O -0.34 2.80 0.49 -0.6890
O 1.36 0.74 0.58 -0.4908
O 0.58 -1.77 1.30 -0.8297
N 0.48 -3.10 -0.47 -0.5033
C 0.43 0.67 -0.19 0.4912
C 0.81 -1.91 -0.32 0.3545
C -0.69 1.67 -0.24 -0.1689
C 0.15 -0.67 -0.91 0.4331
H -0.88 1.88 -1.30 0.2055
H 0.27 -3.27 0.81 0.4408
H 1.06 -0.96 1.55 0.4964
H -0.87 3.54 0.19 0.4805
H -1.59 1.16 0.15 0.2097
```

As for the energy: -510.97583 a.u. Its net charge is 0.